A structure of composition C28H31IrO9P4, computed with the ωB97M-V functional and the def2-TZVPD basis.

Atoms and positions in Å:
Ir  -0.636  -0.238  0.728
P  -1.875  0.799  3.583
P  1.092  1.210  3.052
P  -0.740  0.921  -1.612
P  1.183  -1.240  -0.316
O  -2.839  -0.028  4.463
O  -0.048  1.044  5.383
O  -1.814  -1.507  0.034
O  -2.022  0.474  2.101
O  0.744  2.762  3.176
O  0.604  0.958  1.543
O  2.446  0.798  3.379
O  -1.752  -1.979  -1.292
O  -2.197  2.298  3.884
C  3.128  -3.463  2.415
C  -3.153  0.176  -4.929
C  0.695  4.652  -0.724
C  -2.766  2.218  -3.091
C  4.457  -1.478  2.054
C  -3.926  1.312  -5.065
C  1.167  -4.249  -3.017
C  -0.294  5.138  0.120
C  -0.514  2.580  -0.946
C  4.256  -2.694  2.690
C  -1.393  4.350  0.437
C  -0.185  0.409  4.119
C  -0.203  -4.547  -3.216
C  2.202  -3.017  1.492
C  -2.192  0.053  -3.860
C  0.812  0.428  -2.451
C  -0.809  -3.087  -1.303
C  -1.499  3.070  -0.082
C  1.880  0.018  -1.437
C  3.530  -1.015  1.134
C  1.537  -3.239  -2.112
C  0.583  3.380  -1.267
C  -1.161  -3.963  -2.457
C  0.608  -2.597  -1.329
C  -1.967  1.088  -2.959
C  -3.736  2.333  -4.155
C  2.406  -1.790  0.847
C  0.045  -1.104  4.194
H  -0.084  -1.598  3.228
H  1.360  3.029  -1.933
H  -0.209  6.138  0.526
H  2.585  -2.960  -2.059
H  0.591  -0.413  -3.112
H  1.143  1.253  -3.083
H  -0.485  -5.255  -3.984
H  5.331  -0.883  2.278
H  -3.246  -0.653  -5.619
H  2.983  -4.413  2.910
H  3.692  -0.053  0.666
H  -4.647  1.404  -5.865
H  4.986  -3.053  3.404
H  -1.667  -0.892  -3.779
H  -1.508  2.929  3.621
H  -2.170  4.734  1.085
H  1.076  -1.277  4.507
H  -0.648  -1.555  4.904
H  1.318  3.223  3.806
H  -2.211  -4.195  -2.584
H  -1.011  -3.647  -0.375
H  -2.350  2.454  0.196
H  -4.301  3.255  -4.218
H  1.548  5.270  -0.970
H  -3.681  0.351  4.754
H  1.926  -4.752  -3.598
H  -2.681  3.047  -2.399
H  1.339  -3.633  1.260
H  0.398  0.448  6.003
H  2.218  0.866  -0.837
H  2.753  -0.402  -1.941

Values from the calculation:
Multiplicity: 6
Energy relative to the best compared isomer or geometry (same formula, charge and spin) in kJ/mol: 133.00
HOMO-LUMO gap (alpha / beta) in hartree: 0.2475 / 0.1424
M in Da: 827.660
Total charge: +3
E_HOMO (alpha / beta) in eV: -15.654 / -16.691
Expectation value of S²: 8.824
LUMO (alpha / beta) in hartree: -0.328 / -0.471